No. 1
This record from OMol25 describes a molecular structure, C3H2BaCl2F6NO8S3. The level of theory is ωB97M-V/def2-TZVPD.

Each line ends with the natural charge from an NBO analysis.
Atoms and positions in Å:
Ba1 1.689 -1.024 -0.211  1.857
O1 1.282 -3.375 0.923  -1.142
S1 0.777 -2.520 2.059  2.529
O2 0.319 -3.253 3.206  -0.989
O3 -0.276 -1.641 1.422  -1.146
O4 1.922 -1.573 2.343  -1.148
Cl1 0.794 1.517 1.589  -0.003
C1 1.185 3.038 0.764  -0.400
Cl2 0.015 4.316 1.148  -0.044
H1 1.164 2.870 -0.304  0.242
H2 2.159 3.370 1.102  0.219
F1 -0.511 1.381 -4.321  -0.304
C2 0.793 1.432 -4.575  0.743
F2 1.034 0.839 -5.737  -0.300
F3 1.175 2.701 -4.637  -0.302
S2 1.684 0.569 -3.212  2.225
O5 1.387 1.304 -1.990  -1.007
O6 1.213 -0.795 -3.177  -0.957
N1 3.153 0.752 -3.721  -1.216
S3 4.374 0.560 -2.732  2.262
O7 4.074 -0.331 -1.636  -1.006
O8 5.582 0.382 -3.459  -0.897
C3 4.570 2.220 -1.907  0.719
F4 5.846 2.390 -1.569  -0.307
F5 4.206 3.209 -2.718  -0.308
F6 3.831 2.290 -0.794  -0.321

Energy = -3512.0643 hartree
E_LUMO = 2.25 eV
HOMO = -5.622 eV
Strongest force on any atom = 0.010 hartree/bohr
Charge = -1
Energy above the lowest of the compared OMol25 structures with the same formula, charge and spin = 3.0 kJ/mol
Orbital gap = 7.87 eV

=====

No. 2
This record from OMol25 describes 2 unconnected molecules or ions with the total composition C3H2Br2 at a distorted geometry. The level of theory is ωB97M-V/def2-TZVPD.

Each line ends with the natural charge from an NBO analysis.
Atoms and positions in Å:
C1 0.331 -0.476 -1.582  -0.131
C2 -0.268 0.124 -0.713  -0.124
C3 -0.922 0.655 0.375  -0.271
Br1 1.964 -0.484 1.501  -0.017
Br2 -1.741 -0.434 1.701  0.101
H1 1.150 -0.926 -2.009  0.228
H2 -0.513 1.541 0.726  0.215

Energy = -5263.3660 hartree
E_LUMO (alpha / beta) = -1.41 / -3.48 eV
HOMO (alpha / beta) = -10.528 / -8.649 eV
Strongest force on any atom = 0.038 hartree/bohr
Charge = 0
Energy above the lowest of the compared OMol25 structures with the same formula, charge and spin = 163.5 kJ/mol
Orbital gap (alpha / beta) = 9.12 / 5.17 eV

=====

No. 3
This record from OMol25 describes 2 unconnected molecules or ions with the total composition C3H2Br2Cl2 at a distorted geometry. The level of theory is ωB97M-V/def2-TZVPD.

Each line ends with the natural charge from an NBO analysis.
Atoms and positions in Å:
C1 0.391 0.544 0.432  -0.167
C2 1.546 0.027 0.107  -0.131
C3 -1.330 -0.177 -0.452  -0.384
Cl1 3.059 0.615 0.933  0.002
Cl2 1.642 -1.164 -1.110  0.072
Br1 -2.697 1.114 0.028  0.073
Br2 -1.481 -1.940 0.269  0.103
H1 -0.004 1.090 1.267  0.234
H2 -1.126 -0.107 -1.474  0.197

Energy = -6183.8190 hartree
E_LUMO = 0.06 eV
HOMO = -9.776 eV
Strongest force on any atom = 0.098 hartree/bohr
Charge = 0
Energy above the lowest of the compared OMol25 structures with the same formula, charge and spin = 148.3 kJ/mol
Orbital gap = 9.84 eV

=====

No. 4
This record from OMol25 describes a molecular structure, C3H2Br2P2 at a distorted geometry. The level of theory is ωB97M-V/def2-TZVPD.

Each line ends with the natural charge from an NBO analysis.
Atoms and positions in Å:
C1 -1.118 0.113 0.454  -0.505
C2 -0.335 -0.625 -0.288  -0.456
C3 0.344 1.660 -0.856  -0.676
P1 -0.913 2.027 0.189  0.744
P2 0.614 0.100 -1.698  0.634
Br1 -0.324 -2.393 -0.214  0.159
Br2 0.982 4.283 -2.150  -0.169
H1 -1.792 -0.384 1.273  0.251
H2 1.830 -0.446 -1.068  0.018

Energy = -5946.0696 hartree
E_LUMO (alpha / beta) = -1.88 / -2.81 eV
HOMO (alpha / beta) = -9.507 / -9.434 eV
Strongest force on any atom = 0.066 hartree/bohr
Charge = 0
Energy above the lowest of the compared OMol25 structures with the same formula, charge and spin = 362.1 kJ/mol
Orbital gap (alpha / beta) = 7.63 / 6.62 eV

=====

No. 5
This record from OMol25 describes a single C3H2Br2P2 molecule at a distorted geometry. The level of theory is ωB97M-V/def2-TZVPD.

Each line ends with the natural charge from an NBO analysis.
Atoms and positions in Å:
C1 -0.251 -0.200 -1.086  -0.481
C2 0.374 0.738 -0.273  -0.164
C3 0.638 0.294 1.107  -0.513
P1 0.014 -1.236 1.626  0.391
P2 -0.481 -1.830 -0.374  0.301
Br1 0.744 2.572 -0.706  0.086
Br2 1.383 1.507 2.414  0.115
H1 -0.620 0.092 -1.986  0.233
H2 -1.800 -1.937 -0.722  0.033

Energy = -5946.1930 hartree
E_LUMO = -0.86 eV
HOMO = -8.837 eV
Strongest force on any atom = 0.077 hartree/bohr
Charge = 0
Energy above the lowest of the compared OMol25 structures with the same formula, charge and spin = 38.3 kJ/mol
Orbital gap = 7.98 eV

=====

No. 6
This record from OMol25 describes 2 unconnected molecules or ions with the total composition C3H2BrFN2O at a distorted geometry. The level of theory is ωB97M-V/def2-TZVPD.

Each line ends with the natural charge from an NBO analysis.
Atoms and positions in Å:
C1 -1.600 -0.609 1.095  0.156
C2 0.363 -0.427 -0.601  0.577
C3 -0.294 -0.310 0.727  0.321
N1 -2.745 -0.539 1.212  -0.212
N2 1.688 -0.097 -0.652  -0.807
O1 -0.330 -1.014 -1.402  -0.546
F1 0.496 0.053 1.758  -0.301
Br1 -2.031 2.719 -0.646  0.001
H1 2.200 0.301 0.035  0.399
H2 2.253 -0.076 -1.527  0.414

Energy = -2974.0426 hartree
E_LUMO (alpha / beta) = -1.80 / -3.71 eV
HOMO (alpha / beta) = -10.976 / -9.574 eV
Strongest force on any atom = 0.082 hartree/bohr
Charge = 0
Energy above the lowest of the compared OMol25 structures with the same formula, charge and spin = 178.6 kJ/mol
Orbital gap (alpha / beta) = 9.18 / 5.86 eV

=====

No. 7
This record from OMol25 describes a single C3H2BrFO molecule at a distorted geometry. The level of theory is ωB97M-V/def2-TZVPD.

Each line ends with the natural charge from an NBO analysis.
Atoms and positions in Å:
C1 0.022 0.176 0.169  -0.418
C2 -0.062 0.912 1.265  0.280
C3 1.076 1.926 1.587  0.444
O1 1.992 2.140 0.893  -0.480
F1 -0.988 0.834 2.222  -0.304
Br1 0.770 3.039 3.111  -0.001
H1 -0.743 -0.541 0.017  0.225
H2 0.966 0.253 -0.489  0.255

Energy = -2864.6002 hartree
E_LUMO = -0.22 eV
HOMO = -10.704 eV
Strongest force on any atom = 0.044 hartree/bohr
Charge = 0
Energy above the lowest of the compared OMol25 structures with the same formula, charge and spin = 0.0 kJ/mol
Orbital gap = 10.49 eV

=====

No. 8
This record from OMol25 describes a gas-phase ion, C3H2BrN2S (charge -1) at a distorted geometry. The level of theory is ωB97M-V/def2-TZVPD.

Each line ends with the natural charge from an NBO analysis.
Atoms and positions in Å:
C1 0.522 0.134 -0.946  -0.090
C2 -0.071 -0.341 1.188  0.062
C3 0.579 -1.268 -1.168  0.124
N1 0.063 0.454 0.234  -0.528
N2 0.237 -2.079 -0.266  -0.613
S1 0.216 -3.688 -0.068  -0.103
Br1 1.214 -1.720 -2.993  -0.189
H1 0.821 0.876 -1.661  0.191
H2 -0.951 -0.498 1.781  0.146

Energy = -3197.1183 hartree
Multiplicity = 3
E_LUMO (alpha / beta) = 3.46 / 2.74 eV
⟨S²⟩ = 2.06
HOMO (alpha / beta) = -1.629 / -3.260 eV
Strongest force on any atom = 0.074 hartree/bohr
Charge = -1
Orbital gap (alpha / beta) = 5.09 / 6.00 eV

=====

No. 9
This record from OMol25 describes a single C3H2BrNO2 molecule at a distorted geometry. The level of theory is ωB97M-V/def2-TZVPD.

Each line ends with the natural charge from an NBO analysis.
Atoms and positions in Å:
C1 -0.007 1.241 -0.033  0.106
C2 -0.965 0.324 0.052  -0.333
C3 -0.128 -1.136 0.164  0.644
N1 1.116 -0.681 0.041  -0.335
O1 -0.521 -2.273 0.113  -0.574
O2 1.239 0.734 0.138  -0.302
Br1 -2.737 0.646 0.086  0.158
H1 0.053 2.244 -0.192  0.212
H2 1.950 -1.100 -0.370  0.424

Energy = -2894.6745 hartree
E_LUMO = 0.66 eV
HOMO = -9.248 eV
Strongest force on any atom = 0.071 hartree/bohr
Charge = 0
Energy above the lowest of the compared OMol25 structures with the same formula, charge and spin = 193.1 kJ/mol
Orbital gap = 9.91 eV

=====

No. 10
This record from OMol25 describes a single C3H2BrNOS molecule at a distorted geometry. The level of theory is ωB97M-V/def2-TZVPD.

Each line ends with the natural charge from an NBO analysis.
Atoms and positions in Å:
C1 0.935 1.357 0.007  -0.223
C2 0.174 -0.724 -0.029  0.542
C3 -1.287 0.248 -0.037  -0.601
N1 1.188 0.069 -0.012  -0.502
O1 0.073 -2.036 -0.034  -0.650
S1 -0.717 1.824 0.005  0.551
Br1 -3.009 -0.405 0.036  0.158
H1 1.699 2.105 0.022  0.223
H2 0.945 -2.438 0.042  0.501

Energy = -3217.6405 hartree
E_LUMO = 0.42 eV
HOMO = -7.712 eV
Strongest force on any atom = 0.147 hartree/bohr
Charge = 0
Energy above the lowest of the compared OMol25 structures with the same formula, charge and spin = 132.6 kJ/mol
Orbital gap = 8.13 eV